# C33H88O33S11

A 11-piece molecular cluster, C33H88O33S11 overall in a non-equilibrium geometry (ωB97M-V/def2-TZVPD, the OMol25 dataset).

Calculated values
ΔE to the lowest compared entry with this formula, charge and spin   42.2 kcal per mole
Highest occupied orbital energy   -10.84 eV
SMILES   CCOS(C)(=O)=O.CCOS(C)(=O)=O.CCOS(C)(=O)=O.CCOS(C)(=O)=O.CCOS(C)(=O)=O.CCOS(C)(=O)=O.CCOS(C)(=O)=O.CCOS(C)(=O)=O.CCOS(C)(=O)=O.CCOS(C)(=O)=O.CCOS(C)(=O)=O

The geometry in XYZ format:
```
165
Properties=species:S:1:pos:R:3:forces:R:3:lowdin_charge:R:1
O 1.90664 4.31509 5.08535 -0.748 -0.297 -0.065 -0.2872
S 0.61066 3.83107 5.49069 -0.237 -1.191 0.425 0.6163
O -0.22942 4.66993 6.30194 0.276 -0.635 -0.671 -0.2778
O -0.26903 3.34350 4.22339 0.884 1.051 0.400 -0.2423
C 0.47581 2.81323 3.10219 0.177 -1.532 0.034 -0.2625
C -0.40011 2.92501 1.88935 -0.145 1.081 -0.146 -0.0560
C 0.83426 2.21440 6.29248 1.030 1.155 0.700 -0.1180
H 0.71878 1.76745 3.32542 -0.251 -0.062 0.100 0.1019
H 1.46356 3.25302 2.96679 -0.293 0.691 0.155 0.1052
H -1.27976 2.28377 1.84497 0.251 -0.301 0.275 0.0769
H 0.20221 2.81907 0.98571 -0.031 -0.156 -0.022 0.0842
H -0.79835 3.94523 1.90161 0.137 -0.300 -0.168 0.0506
H 1.45971 2.47143 7.15344 -0.171 0.062 0.140 0.0712
H 1.47692 1.55144 5.71964 -0.430 0.064 -0.478 0.0243
H -0.07547 1.75226 6.65553 -0.221 0.159 -0.404 0.0662
O 5.07733 6.27802 -2.38051 0.931 -0.106 0.710 -0.2790
S 6.07938 5.56331 -1.63547 0.053 -1.214 -0.867 0.6351
O 7.10833 6.19185 -0.83492 -1.034 -0.259 -0.537 -0.2971
O 5.21069 4.52762 -0.72307 1.251 0.882 -0.281 -0.2590
C 5.94696 3.88243 0.33622 -0.620 -0.811 0.466 -0.2699
C 4.89170 3.17707 1.15518 -0.227 0.423 1.489 -0.0690
C 6.86399 4.32752 -2.74919 -0.464 0.865 0.786 -0.0926
H 6.51554 4.59112 0.93463 -0.195 0.232 -0.109 0.1157
H 6.65126 3.12927 -0.02963 0.012 0.201 -0.446 0.1144
H 5.27519 2.86367 2.13244 0.418 -0.368 -0.302 0.0663
H 4.39337 2.33232 0.68777 0.182 0.065 -0.281 0.0608
H 4.13572 3.87898 1.51886 -0.155 0.125 -0.547 0.0909
H 7.50033 3.69692 -2.13346 -0.138 -0.117 0.033 0.0547
H 7.48945 4.81251 -3.49356 -0.202 0.243 -0.003 0.0693
H 6.01933 3.80195 -3.18739 0.138 -0.155 -0.132 0.0524
O -0.19605 -0.78605 -5.60435 -0.914 -0.092 0.395 -0.2847
S -1.61517 -0.58410 -5.42142 -0.929 -0.948 -0.406 0.6099
O -2.10117 0.58375 -4.74606 0.252 -0.213 -0.509 -0.2777
O -2.31852 -0.63816 -6.87505 0.338 0.599 1.338 -0.2659
C -2.01694 -1.78128 -7.70204 -0.534 0.509 -0.382 -0.2538
C -2.33771 -1.41263 -9.13936 1.327 -0.959 -1.210 -0.0609
C -2.41339 -2.01478 -4.59789 1.221 -0.271 -0.100 -0.0920
H -2.70566 -2.57257 -7.39940 0.474 -0.283 0.184 0.1172
H -0.95776 -2.00216 -7.58060 -0.129 -0.324 0.074 0.1131
H -2.18725 -0.36487 -9.38638 -0.609 0.137 0.329 0.0888
H -3.21402 -1.89510 -9.56845 -0.603 0.713 0.512 0.0757
H -1.58120 -1.88788 -9.78233 0.235 -0.013 0.279 0.0767
H -2.05860 -2.96801 -4.99615 0.112 0.248 -0.455 0.0648
H -3.49807 -2.00681 -4.65316 0.032 0.574 -0.021 0.0559
H -2.02854 -2.02778 -3.57715 -0.240 0.416 0.107 0.0503
O -2.17950 -1.97076 5.30232 1.554 0.198 0.833 -0.2742
S -0.75191 -1.74393 5.37006 1.326 -1.127 -1.318 0.6510
O -0.17553 -0.43108 5.18119 -0.818 -0.704 0.381 -0.2943
O -0.09113 -2.42188 6.69862 -1.611 0.556 -0.957 -0.2593
C 1.24830 -2.04650 7.02440 1.144 0.022 0.904 -0.2872
C 2.01089 -3.29839 7.42432 -0.938 -0.521 -0.374 -0.0598
C 0.04704 -2.84276 4.13689 -0.662 -0.400 0.919 -0.0964
H 1.20420 -1.40643 7.90857 -0.091 0.290 -0.279 0.1277
H 1.76725 -1.52170 6.22274 -0.321 0.107 -0.060 0.0882
H 2.03708 -4.00423 6.58977 0.318 0.115 -0.075 0.0761
H 1.42409 -3.81782 8.18465 0.270 0.087 0.252 0.0825
H 3.01329 -3.07967 7.78142 -0.009 0.064 -0.005 0.0819
H 1.13238 -2.79446 4.20478 -0.023 0.825 -0.374 0.0642
H -0.43948 -2.65142 3.18407 0.415 0.213 -0.178 0.0510
H -0.12262 -3.89072 4.39660 -0.641 0.150 0.175 0.0695
O -2.39361 -5.78182 3.15389 -0.099 -0.021 -0.086 -0.2641
S -3.38390 -4.82868 2.77738 -1.446 0.422 -0.351 0.6059
O -2.99115 -3.55262 2.22748 -0.023 -0.446 0.385 -0.3044
O -4.36417 -5.54632 1.68989 0.871 0.177 0.872 -0.2581
C -5.15553 -4.65937 0.87614 0.743 0.232 -1.430 -0.2473
C -4.42727 -4.41696 -0.45635 0.799 -0.025 0.394 -0.0620
C -4.55689 -4.62473 4.15370 1.262 -0.678 -0.547 -0.0821
H -5.26176 -3.70704 1.39135 -0.605 -0.087 0.036 0.1076
H -6.06460 -5.20118 0.62862 -0.291 0.215 0.629 0.1239
H -4.18937 -5.37344 -0.92302 -0.215 0.000 -0.110 0.0858
H -3.46428 -3.93686 -0.26261 -0.033 0.014 0.096 0.0522
H -4.94266 -3.76706 -1.16364 -0.408 -0.153 0.152 0.0682
H -3.96560 -4.24892 4.98653 -0.148 0.359 -0.046 0.0644
H -4.83120 -5.65378 4.37895 -0.281 0.076 -0.004 0.0718
H -5.40028 -4.00593 3.87055 0.075 0.096 0.003 0.0715
O -7.23284 1.01067 -5.59592 0.402 -0.523 0.363 -0.2785
S -6.45154 -0.15840 -5.89290 -0.401 -0.285 -0.006 0.6303
O -5.45655 -0.08078 -6.92241 -0.302 -0.523 0.788 -0.2669
O -5.72234 -0.74535 -4.54314 -0.403 0.187 -2.035 -0.2921
C -6.14472 -0.41174 -3.23507 0.214 0.689 0.967 -0.2543
C -4.84073 -0.37838 -2.42736 -0.796 -0.220 0.522 -0.0534
C -7.59652 -1.53412 -6.19397 0.903 -0.138 0.745 -0.1020
H -6.85810 -1.12909 -2.80767 0.275 -0.357 -0.360 0.1221
H -6.70716 0.52607 -3.22418 0.484 0.204 -0.174 0.1177
H -5.04377 0.09461 -1.46353 0.212 0.108 -0.025 0.0808
H -4.02691 0.11522 -2.95494 -0.180 0.246 -0.060 0.0693
H -4.52215 -1.40301 -2.21872 0.025 -0.028 -0.073 0.0574
H -7.64930 -1.80020 -7.24430 -0.319 0.468 -0.084 0.0680
H -8.51807 -1.28820 -5.67431 -0.217 0.130 -0.479 0.0674
H -7.17818 -2.39579 -5.67261 0.139 0.035 -0.081 0.0607
O 3.69107 0.19374 5.90347 -0.041 0.265 -0.358 -0.2831
S 4.31024 0.88127 4.80435 2.004 -0.189 -1.269 0.6131
O 3.59955 1.68902 3.86173 -0.286 -0.369 0.554 -0.2791
O 5.48778 1.85296 5.34519 -0.742 -0.504 -0.366 -0.2507
C 6.17104 1.46231 6.54499 -0.608 -0.306 1.174 -0.2810
C 6.99722 2.62196 7.05460 0.124 -0.249 -0.053 -0.0564
C 5.40039 -0.28301 3.84938 -0.903 0.731 1.310 -0.0765
H 6.74550 0.53838 6.42286 0.262 0.247 -0.495 0.1150
H 5.40337 1.18569 7.27332 0.069 0.173 0.063 0.1114
H 6.38647 3.39536 7.51578 -0.129 0.062 -0.287 0.0842
H 7.59330 3.03430 6.24163 0.045 0.122 0.103 0.0838
H 7.66411 2.26063 7.83847 0.089 -0.059 -0.095 0.0825
H 5.87617 0.33222 3.09307 0.080 -0.090 -0.018 0.0634
H 4.86043 -1.13222 3.44107 -0.257 0.183 -0.032 0.0638
H 6.08261 -0.63548 4.62020 0.275 -0.079 -0.265 0.0509
O -0.12545 -7.25566 -0.74404 0.583 0.631 0.113 -0.2892
S 0.85303 -6.38538 -0.13616 0.154 -0.420 -0.081 0.6384
O 1.89354 -6.96570 0.67084 -0.433 0.787 -0.573 -0.2798
O 1.59507 -5.48054 -1.30766 -0.339 -1.272 1.200 -0.2583
C 0.77628 -5.24089 -2.45380 -0.735 0.817 -0.529 -0.2986
C 1.46026 -4.19001 -3.29790 1.098 -0.571 0.018 -0.0606
C 0.00506 -5.06562 0.72613 0.689 -0.326 -0.169 -0.1174
H -0.17617 -4.82519 -2.10579 -0.088 -0.298 -0.146 0.1006
H 0.62073 -6.15622 -3.02594 -0.078 -0.040 0.240 0.1218
H 1.71729 -3.33320 -2.67601 -0.256 0.207 -0.212 0.0710
H 0.92118 -3.92427 -4.20518 -0.374 0.170 0.266 0.0781
H 2.40187 -4.61702 -3.65919 0.066 0.113 0.080 0.0827
H 0.73739 -4.26276 0.68805 -0.396 0.315 -0.058 0.0529
H -0.22510 -5.28569 1.76525 -0.009 -0.513 -0.116 0.0568
H -0.90095 -4.89295 0.15456 0.056 0.397 0.061 0.0539
O 2.15712 1.89077 -6.06355 0.171 -0.211 0.911 -0.2724
S 2.58735 1.99514 -4.69264 -0.056 0.407 0.994 0.6326
O 3.95496 2.31395 -4.37803 -0.619 -0.196 -0.194 -0.2951
O 1.71008 3.15519 -3.94349 0.626 -1.119 -0.763 -0.2564
C 0.32144 3.21496 -4.34134 -0.236 0.464 -0.901 -0.2640
C 0.11970 4.38154 -5.30024 0.091 0.318 0.477 -0.0572
C 2.06817 0.58282 -3.65640 0.140 0.393 -0.984 -0.1002
H -0.25157 3.27668 -3.41943 0.015 -0.045 -0.122 0.0952
H 0.03409 2.36023 -4.95589 0.021 -0.472 0.719 0.0918
H 0.43157 4.05076 -6.28864 0.038 0.259 -0.063 0.0762
H 0.71108 5.24119 -4.98127 0.071 -0.031 -0.092 0.0829
H -0.91944 4.71225 -5.33054 -0.068 -0.229 -0.056 0.0795
H 2.35611 0.82936 -2.63921 -0.221 0.196 0.017 0.0570
H 2.54719 -0.35055 -3.94672 0.202 0.206 -0.319 0.0757
H 1.00113 0.46776 -3.82933 -0.069 0.036 0.349 0.0277
O -0.77313 -0.22461 -1.81538 -0.095 -0.595 -0.186 -0.2892
S -0.75349 -1.05721 -0.64327 -0.708 1.055 1.136 0.6340
O -0.40717 -2.45158 -0.74828 0.104 0.455 -0.040 -0.2944
O 0.26447 -0.27895 0.38881 -1.189 -1.149 -0.326 -0.2484
C 1.60951 -0.74691 0.31947 0.956 0.321 -1.311 -0.2811
C 2.49027 0.10763 1.20351 -0.057 -0.848 0.260 -0.0553
C -2.32104 -0.83112 0.27875 2.062 -0.064 -0.492 -0.0589
H 1.98349 -0.62102 -0.70901 -0.234 0.234 -0.024 0.1085
H 1.67826 -1.83453 0.41762 -0.163 0.135 0.860 0.1105
H 2.49002 1.15813 0.92327 -0.143 -0.034 -0.120 0.0727
H 3.49432 -0.29901 1.06125 0.139 0.229 0.193 0.0865
H 2.22082 0.02769 2.25661 0.003 0.025 0.006 0.0675
H -3.10407 -1.30752 -0.30162 -0.040 0.055 -0.008 0.0554
H -2.40183 0.25127 0.34164 -0.349 -0.270 0.051 0.0182
H -2.17506 -1.27471 1.25996 -0.169 -0.147 -0.030 0.0617
O -3.55410 1.77623 0.54750 -0.691 1.430 -0.676 -0.3080
S -3.43505 2.90642 -0.35375 0.527 0.962 -0.624 0.6378
O -4.51002 3.40320 -1.19651 0.951 -0.963 1.127 -0.2718
O -2.90848 4.11950 0.55504 -0.420 -1.275 -0.003 -0.2632
C -2.62958 5.38712 -0.00140 1.173 1.724 -0.442 -0.2700
C -1.64130 6.08976 0.93256 -0.812 0.211 0.764 -0.0654
C -1.99272 2.58723 -1.35686 -0.607 -0.760 0.056 -0.1058
H -3.53200 5.98036 -0.14594 -0.182 -0.226 0.278 0.1248
H -2.11596 5.40602 -0.96951 -0.343 -0.865 -0.183 0.1156
H -2.01933 5.98091 1.95237 0.129 0.046 0.070 0.0880
H -1.61600 7.16257 0.73969 0.006 -0.050 -0.235 0.0839
H -0.62229 5.70879 0.92074 -0.118 -0.107 -0.326 0.0726
H -2.28865 1.75337 -1.99803 0.025 0.230 -0.255 0.0561
H -1.20040 2.18979 -0.72529 0.003 0.343 0.119 0.0527
H -1.68988 3.44603 -1.94531 -0.152 0.053 0.097 0.0550
```
Forces are in eV/Å.